[1]
{"formula": "C43H28BrCl2IN4OPPt", "method": "ωB97M-V/def2-TZVPD", "e_homo_ha": [-0.1345, -0.1350], "relative_energy_kcal_mol": 0.5, "charge": -1, "multiplicity": 3, "gap_ev": [5.9, 4.9], "symbols": ["Pt", "Br", "C", "C", "C", "C", "C", "C", "N", "N", "C", "C", "C", "C", "O", "C", "N", "C", "C", "C", "C", "H", "H", "H", "H", "H", "H", "H", "H", "H", "I", "C", "C", "C", "C", "C", "C", "C", "C", "C", "P", "C", "C", "C", "C", "C", "C", "C", "C", "C", "C", "C", "C", "C", "H", "H", "H", "H", "H", "H", "H", "H", "H", "H", "H", "H", "H", "H", "H", "H", "Cl", "C", "C", "C", "C", "C", "Cl", "C", "N", "H", "H", "H"], "xyz": [[1.00, 0.31, -0.42], [-4.90, -3.84, -9.11], [-4.43, -4.11, -7.29], [-4.76, -3.15, -6.35], [-4.42, -3.35, -5.02], [-3.74, -4.52, -4.63], [-3.42, -5.47, -5.61], [-3.76, -5.27, -6.93], [-3.34, -4.79, -3.34], [-3.72, -3.92, -2.43], [-2.98, -3.01, -1.82], [-3.60, -2.27, -0.78], [-2.97, -1.26, -0.09], [-1.64, -0.90, -0.38], [-1.01, 0.03, 0.23], [-0.98, -1.65, -1.43], [0.30, -1.28, -1.66], [1.02, -1.89, -2.58], [0.48, -2.94, -3.33], [-0.82, -3.33, -3.12], [-1.60, -2.68, -2.15], [-5.28, -2.25, -6.65], [-4.67, -2.61, -4.28], [-2.91, -6.37, -5.29], [-3.51, -6.01, -7.68], [-4.62, -2.53, -0.54], [-3.48, -0.72, 0.69], [2.03, -1.53, -2.71], [1.09, -3.42, -4.08], [-1.24, -4.14, -3.70], [0.89, -0.48, 3.11], [-0.51, 1.06, 2.90], [-1.76, 0.72, 3.36], [-2.77, 1.69, 3.49], [-2.47, 2.99, 3.25], [-1.19, 3.37, 2.79], [-0.91, 4.75, 2.66], [0.32, 5.17, 2.25], [1.25, 4.21, 1.82], [1.03, 2.85, 1.85], [2.15, 1.82, 0.70], [2.85, 3.15, -0.31], [2.03, 3.75, -1.27], [2.54, 4.69, -2.15], [3.88, 5.04, -2.09], [4.70, 4.45, -1.14], [4.19, 3.51, -0.26], [3.48, 1.30, 1.84], [3.86, 2.13, 2.88], [4.84, 1.74, 3.78], [5.44, 0.50, 3.65], [5.07, -0.34, 2.61], [4.10, 0.06, 1.70], [-0.18, 2.39, 2.49], [-1.95, -0.30, 3.64], [-3.75, 1.39, 3.83], [-3.20, 3.77, 3.41], [-1.69, 5.46, 2.92], [0.56, 6.22, 2.18], [2.16, 4.58, 1.37], [0.99, 3.45, -1.34], [1.90, 5.13, -2.90], [4.29, 5.76, -2.79], [5.76, 4.70, -1.10], [4.85, 3.02, 0.45], [3.38, 3.09, 3.01], [5.13, 2.41, 4.59], [6.20, 0.19, 4.36], [5.54, -1.31, 2.50], [3.82, -0.57, 0.87], [0.84, 1.48, -3.27], [2.60, 1.37, -3.29], [3.18, 1.80, -4.47], [4.56, 1.82, -4.63], [5.33, 1.37, -3.57], [4.74, 0.94, -2.40], [5.81, 0.37, -1.14], [3.33, 0.90, -2.15], [2.91, 0.49, -0.95], [2.53, 2.15, -5.26], [5.01, 2.16, -5.55], [6.41, 1.35, -3.64]]}

***

[2]
{"formula": "C6H15N2", "method": "ωB97M-V/def2-TZVPD", "e_homo_ha": -0.4633, "relative_energy_kcal_mol": 29.8, "charge": 1, "smiles": "CNC[C@H]1CCC[NH2+]1", "gap_ev": 9.5, "symbols": ["C", "N", "C", "C", "C", "C", "C", "N", "H", "H", "H", "H", "H", "H", "H", "H", "H", "H", "H", "H", "H", "H", "H"], "xyz": [[0.90, -2.49, 2.27], [0.26, -1.22, 1.92], [0.56, -0.79, 0.58], [-0.19, 0.50, 0.24], [0.59, 1.59, -0.50], [0.06, 1.64, -1.92], [-1.38, 1.19, -1.84], [-1.37, 0.14, -0.75], [0.47, -3.27, 1.64], [1.99, -2.49, 2.08], [0.76, -2.66, 3.33], [0.52, -0.51, 2.59], [0.35, -1.56, -0.18], [1.64, -0.62, 0.46], [-0.81, 0.82, 1.08], [1.65, 1.45, -0.30], [0.51, 2.57, -0.02], [0.14, 2.58, -2.43], [0.63, 0.98, -2.58], [-1.83, 0.83, -2.76], [-1.99, 2.00, -1.46], [-2.25, 0.08, -0.24], [-1.23, -0.76, -1.20]]}

***

[3]
{"formula": "C5H3N", "method": "ωB97M-V/def2-TZVPD", "e_homo_ha": -0.3597, "relative_energy_kcal_mol": 49.5, "smiles": "C#C/C=C\\C#N", "gap_ev": 9.2, "symbols": ["C", "C", "C", "C", "C", "N", "H", "H", "H"], "xyz": [[0.03, 1.52, -1.70], [0.54, 0.69, -0.88], [0.87, -0.20, 0.25], [0.05, -0.87, 1.15], [-1.30, -1.02, 0.62], [-2.39, -0.88, 0.14], [-0.41, 2.44, -2.38], [1.92, -0.21, 0.93], [0.68, -1.46, 1.88]]}

***

[4]
{"formula": "C15H42BrN11O21P", "method": "ωB97M-V/def2-TZVPD", "e_homo_ha": -0.4553, "charge": 1, "gap_ev": 9.4, "symbols": ["O", "P", "Br", "C", "C", "C", "C", "C", "N", "H", "H", "H", "H", "H", "H", "H", "H", "H", "H", "H", "H", "C", "N", "O", "O", "H", "H", "H", "C", "N", "O", "O", "H", "H", "H", "C", "N", "O", "O", "H", "H", "H", "C", "N", "O", "O", "H", "H", "H", "C", "N", "O", "O", "H", "H", "H", "C", "N", "O", "O", "H", "H", "H", "C", "N", "O", "O", "H", "H", "H", "C", "N", "O", "O", "H", "H", "H", "C", "N", "O", "O", "H", "H", "H", "C", "N", "O", "O", "H", "H", "H"], "xyz": [[-1.65, -0.33, 0.86], [-0.55, 0.95, 0.59], [1.04, 0.15, -0.83], [0.29, 1.40, 2.24], [-0.59, 0.92, 3.44], [-0.21, -0.48, 4.02], [1.35, -0.52, 4.20], [1.93, -0.42, 2.75], [1.73, 0.99, 2.34], [-1.21, -1.14, 0.57], [0.28, 2.50, 2.26], [-0.53, 1.68, 4.23], [-1.65, 0.87, 3.15], [-0.70, -0.69, 4.99], [-0.44, -1.30, 3.31], [1.62, 0.40, 4.76], [1.69, -1.43, 4.70], [3.00, -0.67, 2.83], [1.39, -1.15, 2.13], [2.28, 1.19, 1.49], [2.15, 1.57, 3.08], [1.92, 0.84, -4.43], [2.49, 1.68, -5.51], [1.74, 2.36, -6.16], [3.69, 1.62, -5.66], [0.84, 0.99, -4.40], [2.16, -0.20, -4.66], [2.37, 1.15, -3.50], [4.27, -4.03, 2.30], [3.49, -3.24, 3.30], [2.28, -3.25, 3.20], [4.12, -2.64, 4.14], [3.58, -4.51, 1.62], [4.92, -3.34, 1.78], [4.84, -4.77, 2.85], [-3.85, 0.98, -2.08], [-3.26, 1.83, -3.16], [-4.02, 2.51, -3.81], [-2.06, 1.77, -3.31], [-4.92, 1.14, -2.06], [-3.61, -0.05, -2.32], [-3.39, 1.29, -1.15], [-2.36, 6.04, -3.38], [-2.97, 6.18, -2.03], [-3.72, 7.10, -1.84], [-2.66, 5.34, -1.21], [-2.73, 6.85, -4.01], [-1.29, 6.10, -3.27], [-2.67, 5.08, -3.78], [0.52, -0.67, -8.30], [-0.16, -1.47, -7.24], [0.29, -1.43, -6.12], [-1.12, -2.11, -7.58], [1.36, -0.16, -7.85], [0.85, -1.36, -9.07], [-0.20, 0.03, -8.69], [-7.00, 4.17, -2.14], [-7.24, 3.21, -1.04], [-6.29, 2.61, -0.60], [-8.38, 3.09, -0.66], [-5.94, 4.17, -2.38], [-7.58, 3.85, -3.00], [-7.32, 5.15, -1.80], [5.98, -0.61, -6.65], [6.27, -1.98, -7.15], [6.64, -2.09, -8.30], [6.12, -2.89, -6.37], [6.16, 0.10, -7.45], [4.94, -0.59, -6.34], [6.64, -0.42, -5.81], [-2.55, -2.15, 8.32], [-1.96, -1.33, 7.24], [-2.71, -0.61, 6.61], [-0.77, -1.42, 7.04], [-3.61, -1.96, 8.37], [-2.36, -3.19, 8.08], [-2.06, -1.87, 9.25], [7.73, -2.43, -3.52], [6.89, -1.63, -2.59], [5.69, -1.68, -2.74], [7.46, -0.99, -1.75], [7.08, -2.95, -4.22], [8.39, -1.75, -4.04], [8.30, -3.14, -2.92], [-6.39, -3.49, 11.08], [-5.02, -2.96, 10.84], [-4.88, -2.13, 9.96], [-4.13, -3.39, 11.54], [-7.07, -3.01, 10.39], [-6.35, -4.56, 10.92], [-6.65, -3.25, 12.11]]}

***

[5]
{"formula": "C5H10NO3", "method": "ωB97M-V/def2-TZVPD", "e_homo_ha": -0.1392, "relative_energy_kcal_mol": 47.8, "charge": -1, "gap_ev": 7.3, "symbols": ["C", "C", "C", "O", "N", "H", "H", "H", "H", "H", "H", "H", "C", "C", "O", "O", "H", "H", "H"], "xyz": [[-1.86, 1.62, -1.43], [-0.85, 2.41, -0.51], [-2.04, 0.18, -0.79], [-2.83, -0.19, 0.03], [-1.11, -0.76, -1.14], [-2.85, 2.08, -1.33], [-1.65, 1.75, -2.51], [-0.30, 1.78, 0.25], [-0.93, -1.79, -0.76], [-0.38, -0.72, -1.77], [-1.42, 3.22, -0.10], [-0.04, 2.70, -1.11], [1.56, -1.63, 1.94], [2.24, -0.79, 0.90], [2.00, -1.06, -0.30], [2.95, 0.12, 1.25], [0.81, -1.02, 2.48], [2.40, -1.81, 2.65], [0.88, -2.51, 1.62]]}

***

[6]
{"formula": "C4H9NO", "method": "ωB97M-V/def2-TZVPD", "e_homo_ha": -0.3559, "relative_energy_kcal_mol": 43.8, "smiles": "C[C@@H](O)[C@H]1CN1", "gap_ev": 10.8, "symbols": ["C", "C", "O", "C", "C", "N", "H", "H", "H", "H", "H", "H", "H", "H", "H"], "xyz": [[-1.69, 0.16, -0.74], [-0.70, 0.33, 0.40], [-1.34, -0.11, 1.59], [0.58, -0.45, 0.18], [1.65, 0.01, -0.73], [1.79, 0.15, 0.72], [-2.62, 0.69, -0.51], [-1.27, 0.57, -1.67], [-1.92, -0.89, -0.90], [-0.42, 1.40, 0.49], [-0.70, 0.02, 2.31], [0.44, -1.53, 0.29], [1.53, 0.95, -1.26], [2.23, -0.74, -1.25], [2.43, -0.56, 1.09]]}

***

[7]
{"formula": "C57H47CdN8O", "method": "ωB97M-V/def2-TZVPD", "e_homo_ha": -0.1317, "charge": -1, "gap_ev": 5.4, "symbols": ["Cd", "C", "C", "C", "C", "N", "C", "N", "C", "N", "C", "N", "C", "C", "C", "C", "C", "N", "C", "C", "C", "C", "C", "C", "H", "H", "H", "H", "H", "H", "H", "H", "H", "H", "H", "H", "C", "C", "C", "C", "C", "C", "C", "C", "C", "C", "C", "C", "C", "C", "C", "N", "H", "H", "H", "H", "H", "H", "H", "H", "H", "H", "C", "C", "N", "C", "C", "C", "O", "C", "C", "C", "C", "N", "C", "H", "H", "H", "H", "H", "H", "H", "H", "H", "H", "H", "H", "H", "H", "C", "C", "C", "C", "C", "C", "C", "C", "C", "C", "C", "C", "C", "C", "H", "H", "H", "H", "H", "H", "H", "H", "H", "H", "H"], "xyz": [[0.00, -0.07, -0.28], [-3.40, -3.02, 0.34], [-3.57, -2.90, 1.72], [-2.48, -2.59, 2.49], [-1.23, -2.36, 1.88], [-1.09, -2.44, 0.54], [-2.15, -2.79, -0.18], [-0.19, -2.16, 2.72], [0.95, -1.57, 2.51], [1.44, -0.89, 1.45], [2.60, -0.30, 1.80], [3.41, 0.47, 1.13], [3.46, 0.59, -0.22], [4.47, 1.43, -0.73], [4.75, 1.41, -2.07], [4.03, 0.56, -2.90], [3.00, -0.17, -2.33], [2.69, -0.15, -1.04], [2.91, -0.61, 3.21], [3.92, -0.23, 4.07], [3.87, -0.67, 5.38], [2.84, -1.51, 5.81], [1.84, -1.92, 4.94], [1.88, -1.46, 3.64], [-4.23, -3.28, -0.31], [-4.54, -3.06, 2.16], [-2.55, -2.50, 3.56], [-1.98, -2.90, -1.25], [5.02, 2.06, -0.04], [5.54, 2.04, -2.48], [4.24, 0.47, -3.95], [2.40, -0.83, -2.94], [4.72, 0.42, 3.73], [4.62, -0.35, 6.09], [2.82, -1.83, 6.84], [1.04, -2.57, 5.27], [-1.47, 1.39, 3.57], [-2.85, 1.32, 3.57], [-3.51, 0.97, 2.42], [-2.82, 0.66, 1.24], [-1.41, 0.72, 1.22], [-0.79, 1.11, 2.40], [-3.59, 0.26, 0.05], [-4.91, -0.24, 0.16], [-5.60, -0.59, -0.96], [-4.98, -0.49, -2.23], [-5.62, -0.86, -3.42], [-4.95, -0.80, -4.61], [-3.63, -0.33, -4.64], [-2.98, 0.10, -3.51], [-3.65, 0.01, -2.25], [-3.01, 0.38, -1.13], [-0.93, 1.65, 4.47], [-3.41, 1.54, 4.48], [-4.60, 0.96, 2.44], [0.30, 1.16, 2.43], [-5.37, -0.36, 1.13], [-6.62, -0.96, -0.90], [-6.64, -1.22, -3.38], [-5.43, -1.09, -5.53], [-3.12, -0.29, -5.60], [-1.27, 0.54, -4.65], [2.30, 2.91, 4.37], [3.27, 3.41, 3.30], [3.11, 4.82, 3.03], [3.52, 5.75, 4.08], [2.34, 6.32, 4.87], [2.72, 5.37, 1.86], [2.68, 6.59, 1.72], [2.39, 4.48, 0.71], [2.97, 4.78, -0.52], [2.64, 4.01, -1.62], [1.76, 2.95, -1.45], [1.19, 2.67, -0.29], [1.47, 3.43, 0.75], [2.30, 1.82, 4.40], [1.29, 3.26, 4.15], [2.59, 3.28, 5.36], [3.13, 2.84, 2.38], [4.30, 3.23, 3.64], [4.04, 6.58, 3.60], [4.21, 5.23, 4.75], [1.68, 6.86, 4.19], [2.70, 7.00, 5.64], [1.77, 5.52, 5.35], [3.66, 5.60, -0.59], [3.06, 4.22, -2.59], [1.50, 2.31, -2.28], [0.92, 3.20, 1.66], [1.80, -3.20, -4.85], [1.38, -3.40, -3.53], [0.58, -2.48, -2.90], [0.13, -1.30, -3.55], [0.59, -1.11, -4.87], [1.39, -2.05, -5.49], [-0.73, -0.42, -2.83], [-1.56, 0.60, -3.60], [-1.56, 2.08, -3.27], [-1.95, 2.96, -4.28], [-2.02, 4.32, -4.05], [-1.71, 4.83, -2.80], [-1.34, 3.97, -1.79], [-1.27, 2.60, -2.02], [2.43, -3.93, -5.34], [1.69, -4.29, -3.00], [0.31, -2.63, -1.86], [0.33, -0.22, -5.43], [1.71, -1.87, -6.52], [-1.34, -0.96, -2.11], [-2.20, 2.57, -5.26], [-2.32, 4.99, -4.84], [-1.78, 5.90, -2.62], [-1.09, 4.35, -0.81], [-1.01, 1.93, -1.22]]}

***

[8]
{"formula": "C21H23IN5O2S4SbW", "method": "ωB97M-V/def2-TZVPD", "e_homo_ha": -0.0557, "relative_energy_kcal_mol": 62.4, "charge": -2, "gap_ev": 4.9, "symbols": ["W", "C", "C", "C", "C", "N", "C", "C", "C", "C", "C", "C", "N", "H", "H", "H", "H", "H", "H", "H", "H", "S", "Sb", "S", "S", "S", "C", "C", "C", "C", "C", "N", "H", "H", "H", "H", "H", "H", "H", "H", "H", "C", "H", "H", "I", "C", "C", "C", "C", "C", "N", "H", "H", "H", "H", "O", "N", "O"], "xyz": [[-0.03, 0.05, 0.41], [2.88, -3.41, -0.34], [2.05, -4.50, -0.54], [0.69, -4.30, -0.56], [0.19, -3.01, -0.38], [0.99, -1.95, -0.22], [2.32, -2.16, -0.19], [-1.25, -2.71, -0.37], [-2.21, -3.67, -0.47], [-3.58, -3.25, -0.39], [-3.90, -1.95, -0.33], [-2.86, -0.87, -0.37], [-1.49, -1.39, -0.26], [3.96, -3.51, -0.30], [2.46, -5.50, -0.66], [0.01, -5.12, -0.69], [2.93, -1.28, -0.04], [-1.96, -4.72, -0.56], [-4.37, -4.00, -0.38], [-4.94, -1.65, -0.28], [-2.97, -0.30, -1.31], [0.38, 0.55, 6.51], [-1.25, 0.71, 4.92], [1.40, -0.04, 2.26], [-0.17, -1.34, 2.47], [-3.08, -0.54, 5.50], [-3.88, 2.04, 2.11], [-4.21, 0.82, 1.24], [-5.02, 1.28, 0.02], [-5.02, -0.18, 2.10], [-2.92, 0.21, 0.73], [-1.78, 0.63, 1.07], [-4.81, 2.57, 2.34], [-3.19, 2.71, 1.61], [-3.44, 1.72, 3.05], [-5.95, 1.75, 0.36], [-5.28, 0.45, -0.64], [-4.46, 2.02, -0.56], [-5.67, 0.38, 2.77], [-4.36, -0.77, 2.73], [-5.64, -0.84, 1.49], [-0.59, 0.58, -1.80], [-1.02, -0.32, -2.25], [-1.37, 1.34, -1.75], [0.09, 2.86, 0.50], [0.22, 2.35, -3.28], [1.23, 2.69, -4.22], [2.22, 1.83, -4.63], [2.27, 0.54, -4.10], [1.34, 0.21, -3.17], [0.38, 1.08, -2.78], [1.19, 3.69, -4.64], [2.96, 2.15, -5.36], [3.03, -0.17, -4.38], [1.32, -0.76, -2.69], [3.73, 1.22, -1.20], [2.67, 1.48, -0.69], [1.94, 0.41, -0.54]]}

***

[9]
{"formula": "C7H8", "method": "ωB97M-V/def2-TZVPD", "e_homo_ha": -0.3105, "relative_energy_kcal_mol": 143.8, "gap_ev": 8.2, "symbols": ["C", "C", "C", "C", "C", "C", "C", "H", "H", "H", "H", "H", "H", "H", "H"], "xyz": [[-0.07, -1.55, -0.53], [-0.26, -0.11, -0.12], [0.18, 1.01, -0.95], [1.00, 0.73, 0.34], [2.26, 0.11, 0.11], [-1.41, 0.15, 0.74], [-2.38, 0.36, 1.42], [-0.95, -1.90, -1.07], [0.82, -1.64, -1.16], [0.07, -2.17, 0.35], [0.76, 1.36, 1.19], [0.69, 0.79, -1.88], [-0.39, 1.93, -0.93], [2.94, 0.42, 0.93], [-3.25, 0.55, 2.01]]}

***

[10]
{"formula": "C3H11NO", "method": "ωB97M-V/def2-TZVPD", "e_homo_ha": -0.3239, "relative_energy_kcal_mol": 79.3, "smiles": "CNC.CO", "gap_ev": 9.7, "symbols": ["C", "N", "C", "H", "H", "H", "H", "H", "H", "H", "C", "O", "H", "H", "H", "H"], "xyz": [[1.19, -1.09, 0.92], [0.44, 0.12, 0.48], [1.25, 1.43, 0.49], [0.60, -1.81, 0.70], [1.60, -1.12, 1.89], [2.00, -1.05, 0.29], [-0.41, 0.10, 1.12], [1.36, 1.87, 1.47], [2.25, 1.15, 0.16], [0.68, 2.19, -0.18], [-2.28, -0.41, -1.27], [-0.96, -0.05, -1.69], [-2.68, 0.43, -0.65], [-2.03, -1.19, -0.44], [-2.99, -0.69, -1.99], [-0.02, 0.11, -1.29]]}

***

[11]
{"formula": "C5H9NOS", "method": "ωB97M-V/def2-TZVPD", "e_homo_ha": -0.3327, "relative_energy_kcal_mol": 48.5, "smiles": "[H]/N=C1\\SCCO[C@@H]1C", "gap_ev": 9.8, "symbols": ["H", "N", "C", "S", "C", "C", "O", "C", "C", "H", "H", "H", "H", "H", "H", "H", "H"], "xyz": [[-1.02, 2.90, -0.61], [-0.12, 2.46, -0.58], [-0.31, 1.25, -0.29], [-1.84, 0.62, 0.35], [-1.73, -1.17, 0.27], [-0.47, -1.66, -0.48], [0.64, -1.01, 0.06], [0.87, 0.34, -0.29], [1.94, 0.75, 0.75], [-2.74, -1.43, -0.20], [-1.69, -1.47, 1.35], [-0.25, -2.72, -0.41], [-0.75, -1.59, -1.66], [1.20, 0.27, -1.29], [1.71, 0.04, 1.57], [1.60, 1.67, 1.10], [2.95, 0.76, 0.36]]}

***

| no. | F_max (eV Å⁻¹) |
| --- | --- |
| 1 | 0.61 |
| 2 | 1.74 |
| 3 | 5.46 |
| 4 | 2.82 |
| 5 | 3.90 |
| 6 | 0.38 |
| 7 | 1.70 |
| 8 | 0.63 |
| 9 | 0.54 |
| 10 | 7.38 |
| 11 | 2.87 |